(1)
C4H6N2S in the gas phase at a distorted geometry. Source: the Open Molecules 2025 dataset; level of theory: ωB97M-V/def2-TZVPD.

Properties
* 2S+1: 3
* frontier orbital gap (alpha / beta): 6.47 / 6.38 eV
* LUMO energy (alpha / beta): 0.762 / -1.714 eV
* total charge: 0
* ΔE to the lowest compared entry with this formula, charge and spin: 0.0 kcal per mole
* energy: -18056.1894 eV
* highest occupied orbital energy (alpha / beta): -5.7 / -8.1 eV

Last column: Löwdin charge in e.
Atoms and positions in Å:
C1 0.06165 0.07440 0.93713  -0.20
C2 -0.76649 0.72491 0.02619  -0.85
C3 1.31129 -1.37652 -0.47019  -0.21
C4 -1.92909 1.41497 0.61557  -0.16
N1 1.00097 -0.71349 0.52250  0.04
N2 2.18966 -1.79363 -1.36564  0.13
S1 -0.59623 0.57833 -1.60129  0.70
H1 0.04964 0.31910 2.10120  0.17
H2 -1.64926 2.38756 0.84914  0.05
H3 -2.74646 1.45813 -0.09978  0.07
H4 -2.10721 1.01204 1.62593  0.08
H5 2.09663 -2.72023 -1.61768  0.07
H6 3.08490 -1.36558 -1.52307  0.10

(2)
C33H49BiCl3N2O3PSi as an isolated structure at a distorted geometry. Source: the Open Molecules 2025 dataset; level of theory: ωB97M-V/def2-TZVPD.

Properties
* frontier orbital gap: 8.12 eV
* LUMO energy: 0.447 eV
* total charge: 0
* ΔE to the lowest compared entry with this formula, charge and spin: 7.6 kcal per mole
* energy: -104717.2672 eV
* highest occupied orbital energy: -7.7 eV

Last column: Löwdin charge in e.
Atoms and positions in Å:
C1 -1.54572 -2.30081 -3.85838  -0.04
C2 -1.03194 -3.22890 -2.80724  -0.24
H1 -1.39448 -2.71695 -4.85930  0.06
H2 -1.04110 -1.32213 -3.80818  0.07
H3 -2.62609 -2.12454 -3.71280  0.10
C3 -0.52869 -4.45139 -3.03167  -0.12
C4 -0.42736 -5.12215 -4.35918  -0.10
H4 -0.16826 -5.04548 -2.18777  0.10
H5 -0.57106 -4.45132 -5.22211  0.06
H6 -1.14703 -5.95375 -4.44239  0.08
H7 0.57712 -5.56389 -4.45538  0.07
Bi1 0.00248 0.21547 -0.21461  1.26
Cl1 -2.54123 -0.05103 0.16481  -0.14
Cl2 -0.01671 1.31385 -2.42630  -0.06
H8 0.63131 4.81995 3.42531  0.08
H9 -1.45146 6.12506 2.39816  0.09
C5 0.93488 4.73934 2.37359  -0.03
C6 -1.08990 5.81751 1.40797  -0.04
N1 -0.24361 4.63624 1.52121  -0.17
H10 1.55385 3.85021 2.24210  0.09
C7 -0.49521 3.52783 0.82527  -0.28
O1 0.28597 2.54104 0.82439  -0.22
H11 -1.94780 5.58421 0.76633  0.09
H12 -1.43901 3.54363 0.24583  0.14
H13 1.49804 5.63876 2.10155  0.09
H14 -0.52532 6.65098 0.96532  0.09
H15 1.50993 -1.56714 -3.42339  0.09
H16 2.28190 -3.96469 -2.14990  0.08
C8 2.50894 -1.22834 -3.11187  -0.03
C9 3.21339 -3.37594 -2.10574  -0.04
N2 2.94264 -1.95829 -1.92858  -0.17
H17 2.49118 -0.15595 -2.90650  0.06
C10 2.90869 -1.43636 -0.69498  -0.32
O2 2.55800 -0.26154 -0.43143  -0.19
H18 3.82366 -3.73106 -1.26602  0.09
H19 3.21286 -2.14659 0.09921  0.13
H20 3.21216 -1.46486 -3.91988  0.09
H21 3.75259 -3.51747 -3.04968  0.09
O3 0.02578 -1.74904 -1.32080  -0.44
C11 -1.02253 -2.63594 -1.41593  -0.46
C12 0.23897 -4.14214 0.21288  -0.05
C13 -0.97875 -3.66847 -0.28087  -0.18
H22 1.16324 -3.69900 -0.17023  0.09
C14 0.25504 -5.19021 1.13477  -0.09
H23 -1.97566 -2.09574 -1.32285  0.07
C15 -2.18168 -4.17039 0.21155  -0.03
H24 1.22164 -5.56566 1.48961  0.10
C16 -0.94656 -5.74835 1.56524  -0.11
C17 -2.16996 -5.23068 1.11743  -0.09
H25 -3.11140 -3.74395 -0.17984  0.12
H26 -0.92572 -6.57808 2.27068  0.10
H27 -3.10940 -5.65847 1.46144  0.10
Si1 -0.40380 4.05707 -4.65682  0.09
Cl3 -0.67156 2.07842 -5.30065  0.25
C18 1.41779 4.38125 -4.40649  -0.21
C19 -1.55651 4.41635 -3.22650  -0.23
C20 -0.90823 5.10177 -6.14079  -0.24
H28 1.91525 3.54283 -3.90862  0.02
H29 1.60694 5.29862 -3.83572  0.03
H30 1.86791 4.52087 -5.39730  0.03
H31 -0.16607 4.91742 -6.94165  0.03
H32 -0.93467 6.19175 -5.93936  0.04
H33 -1.89750 4.78708 -6.51224  0.03
H34 -1.46983 3.69966 -2.39628  -0.02
H35 -2.58772 4.39133 -3.60029  0.03
H36 -1.37444 5.43173 -2.84157  0.03
C21 2.26462 -0.83524 2.73573  -0.29
P1 0.45754 -0.86005 2.55954  0.91
C22 -0.04688 -2.36156 3.45781  -0.35
C23 0.88708 -3.15959 4.13247  -0.10
C24 0.45742 -4.23472 4.90483  -0.09
C25 -0.90338 -4.54243 4.99787  -0.09
C26 -1.83036 -3.78881 4.26866  -0.09
C27 -1.41054 -2.71801 3.48158  -0.09
C28 -0.12182 0.50459 3.62648  -0.36
C29 -1.49900 0.79055 3.66536  -0.11
C30 -1.96559 1.87500 4.40964  -0.08
C31 -1.06391 2.68022 5.11790  -0.09
C32 0.30574 2.41266 5.04707  -0.11
C33 0.78207 1.34813 4.28517  -0.09
H37 2.66224 -1.76759 2.31530  0.04
H38 2.53870 -0.75979 3.79521  0.05
H39 2.66910 0.00650 2.15956  0.05
H40 1.94963 -2.93363 4.06062  0.09
H41 1.18945 -4.83472 5.43803  0.10
H42 -1.24149 -5.37244 5.62055  0.10
H43 -2.89305 -4.05497 4.29382  0.11
H44 -2.13084 -2.16257 2.86936  0.10
H45 -2.19767 0.19403 3.06887  0.06
H46 -3.03699 2.09822 4.42943  0.11
H47 -1.43135 3.51864 5.71296  0.10
H48 1.01240 3.03847 5.58621  0.10
H49 1.85363 1.18122 4.19399  0.09

(3)
C24H26Br2N8RuS2 as an isolated structure at a distorted geometry. Source: the Open Molecules 2025 dataset; level of theory: ωB97M-V/def2-TZVPD.

Properties
* 2S+1: 6
* frontier orbital gap (alpha / beta): 6.39 / 6.35 eV
* LUMO energy (alpha / beta): -3.384 / -4.857 eV
* total charge: +1
* ΔE to the lowest compared entry with this formula, charge and spin: 0.0 kcal per mole
* energy: -201559.0959 eV
* highest occupied orbital energy (alpha / beta): -9.8 / -11.2 eV

Last column: Löwdin charge in e.
Atoms and positions in Å:
Ru1 0.03862 -0.53616 0.94240  0.99
C1 -5.71981 1.89775 1.77865  -0.07
C2 -4.93186 0.66633 2.14705  -0.24
N1 -3.61825 0.98612 2.74496  0.01
C3 -2.41442 0.57877 2.32146  -0.72
S1 -2.15635 0.09727 0.63207  0.62
N2 -1.48384 0.63246 3.26591  0.00
N3 -0.29655 0.19567 2.79496  -0.20
C4 0.70939 0.21283 3.56981  -0.30
C5 0.52012 0.43032 5.06206  0.00
C6 2.04829 -0.00240 2.95333  -0.20
C7 3.31198 0.17925 3.56308  0.01
C8 4.45457 0.05523 2.78252  -0.05
C9 4.34619 -0.30762 1.45273  -0.02
C10 3.09817 -0.56150 0.89777  -0.05
N4 1.98015 -0.33665 1.64608  -0.04
H1 -6.75352 1.68552 1.57369  0.08
H2 -5.33110 2.32533 0.85304  0.08
H3 -5.66477 2.66144 2.51091  0.06
H4 -4.80039 -0.02048 1.34770  0.08
H5 -5.49809 0.11063 2.86662  0.11
H6 -3.72779 1.22920 3.72820  0.15
H7 1.12284 1.31518 5.35926  0.10
H8 0.87064 -0.51490 5.50904  0.11
H9 -0.54894 0.66044 5.21309  0.07
H10 3.34422 0.48953 4.61594  0.13
H11 5.43229 0.23654 3.20109  0.12
H12 5.18114 -0.34401 0.75169  0.13
H13 2.89161 -0.83339 -0.07775  0.08
S2 -0.10900 -2.96279 0.84437  0.59
C11 0.62778 -2.95812 -0.75747  -0.82
N5 0.82899 -4.18030 -1.32804  0.04
N6 0.50464 -4.30270 -2.62307  0.04
C12 -0.46912 -3.56623 -3.34608  -0.24
C13 -1.69020 -3.22623 -2.77886  -0.03
C14 -2.61939 -2.50807 -3.49449  -0.08
C15 -2.36251 -2.18801 -4.78733  -0.10
C16 -1.19034 -2.55803 -5.41386  -0.07
C17 -0.20891 -3.26031 -4.71315  0.00
N7 0.89752 -1.91954 -1.52318  0.01
N8 0.61532 -0.70558 -1.01284  -0.17
C18 0.96103 0.34776 -1.79595  -0.28
C19 1.71874 0.19328 -2.96195  -0.03
C20 2.21615 1.26367 -3.68930  -0.03
C21 2.10531 2.54591 -3.07433  -0.05
C22 1.25281 2.78020 -1.98520  -0.09
C23 0.72770 1.70262 -1.35475  -0.06
H14 1.02426 -5.02632 -3.12025  0.16
H15 -1.87135 -3.53627 -1.75462  0.11
H16 -3.63416 -2.31382 -3.11304  0.12
H17 -3.08536 -1.67499 -5.39261  0.11
H18 -1.06176 -2.33751 -6.43718  0.10
H19 0.69867 -3.55124 -5.19842  0.11
H20 1.83450 -0.80231 -3.35154  0.10
H21 2.77471 1.03782 -4.56935  0.10
H22 2.56363 3.41055 -3.46613  0.09
H23 1.14789 3.81855 -1.63220  0.11
H24 0.02543 1.89594 -0.51543  0.05
Br1 3.55668 3.74551 2.25319  0.57
C24 1.83746 4.39074 1.53115  -1.04
Br2 0.35684 3.42816 2.17910  0.68
H25 1.78461 4.42154 0.46525  -0.03
H26 1.83688 5.40743 1.91018  0.00